An isolated molecule of C3H10N4 in a non-equilibrium geometry. Source: the OMol25 dataset; level of theory: ωB97M-V/def2-TZVPD.

Each atom is followed by the atoms it is bonded to, with distances in Å.
Geometry (Å):
1 C 1.394 2.073 -0.472  H4 1.076, H5 1.209, H6 1.190, N14 1.437
2 C -0.467 -0.632 0.555  C3 1.610, N15 1.274, N16 1.377
3 C -0.734 -1.263 2.012  C2 1.610, H8 1.184, H9 1.186, H10 1.216
4 H 2.179 1.792 0.208  C1 1.076
5 H 0.964 3.202 -0.503  C1 1.209
6 H 2.090 2.224 -1.425  C1 1.190
7 H 0.887 0.356 -1.095  N14 1.070
8 H 0.100 -2.099 2.087  C3 1.184
9 H -1.867 -1.466 2.297  C3 1.186
10 H -0.378 -0.401 2.792  C3 1.216
11 H -0.295 -2.547 -0.580  N16 1.214
12 H -0.702 0.223 -1.912  N17 1.108
13 H -2.204 -1.012 -1.502  N17 1.267
14 N 0.314 1.141 -0.649  C1 1.437, H7 1.070, N15 1.477
15 N -0.121 0.591 0.651  C2 1.274, N14 1.477
16 N -0.153 -1.341 -0.583  C2 1.377, H11 1.214, N17 1.632
17 N -1.007 -0.842 -1.881  H12 1.108, H13 1.267, N16 1.632

## Properties
orbital gap	9.66	eV
relative energy (zero: lowest compared OMol25 entry of this formula, charge and spin)	138.62	kcal/mol

Results of the natural (NBO) charge analysis, in e, for atoms 1 through 5: C -0.43; C 0.34; C -0.68; H 0.20; H 0.20